No. 1
DFT (ωB97M-V/def2-TZVPD) results for a cluster of 12 separate species, C47H97N9O13 in total in a non-equilibrium geometry.

Values from the calculation:
* ΔE to the lowest compared entry with this formula, charge and spin: 0.0 kJ/mol
* LUMO energy: -2.94 eV
* orbital gap: 0.34733 Eh
* strongest force on any atom: 3.657 eV Å⁻¹
* net charge: +2

XYZ file:
```
166
C47H97N9O13 (ωB97M-V/def2-TZVPD)
H -16.1000 -16.8951 9.0718
C -13.6442 -26.1907 3.9359
H -16.6073 -14.3296 4.2923
H -16.3140 -28.3335 5.9091
H -18.9564 -18.4479 2.7636
O -13.9267 -24.2241 5.0912
C -12.6078 -19.2600 0.9267
C -9.6433 -22.9608 3.5916
H -12.2769 -15.7465 3.0539
H -12.1531 -19.5556 10.5898
O -10.7213 -19.2060 4.4634
H -18.3851 -22.1084 5.3058
H -13.3970 -14.8857 12.0075
H -8.6231 -15.8173 3.6942
C -11.1591 -19.4869 1.0380
H -7.6431 -15.2851 2.2591
H -11.6253 -15.4947 8.2571
H -13.9113 -20.9407 13.9901
C -12.7200 -19.3034 11.5187
H -13.1474 -17.2109 3.2979
H -10.5097 -22.6462 2.9066
H -10.4749 -16.6455 5.3680
H -11.0060 -21.1111 5.2317
H -14.0894 -19.1749 5.2056
C -13.8396 -19.5582 6.2166
H -10.7256 -20.1728 0.3680
H -10.8575 -24.4424 7.7714
H -15.1610 -15.5083 2.5438
H -16.7290 -18.3912 10.9275
H -17.6514 -17.8163 8.7019
H -17.6479 -25.7156 3.5993
H -8.8359 -17.2304 5.0164
H -13.1773 -16.3260 1.6680
H -9.2762 -14.7133 2.6830
H -12.7667 -19.9144 6.1613
C -13.6213 -19.9367 13.6630
C -16.5707 -17.9130 8.8552
O -13.2646 -14.4470 12.9481
C -16.9664 -24.3633 5.1948
H -12.9215 -13.7674 7.2654
C -16.2150 -23.8997 8.0527
H -9.3226 -15.3677 0.0434
N -13.4804 -13.8485 9.3255
C -19.3230 -24.7207 4.3955
C -13.2942 -15.1156 9.6144
H -13.7899 -15.5629 15.9848
H -15.4285 -13.1368 4.4120
N -10.3424 -23.1251 4.8471
H -10.9492 -19.8970 2.0658
H -17.2296 -25.6146 7.5660
N -14.2955 -15.3938 3.0646
H -8.0986 -21.8646 2.7761
H -13.7329 -13.8068 15.5082
H -14.0478 -25.5380 8.4961
C -13.1784 -24.7735 4.0748
H -12.7261 -18.1857 11.5917
H -9.3128 -23.8789 3.1781
C -13.1809 -13.1267 8.0969
H -19.0621 -25.9238 6.1839
C -15.8958 -24.1772 9.5343
C -10.8885 -22.1589 5.5400
O -15.3524 -21.3588 5.8490
H -14.7957 -24.0117 9.7011
C -17.1275 -19.5573 3.2156
C -14.4553 -15.0425 4.3737
H -19.7602 -25.6204 3.9204
H -9.3533 -17.1259 6.6710
C -14.7387 -18.7249 10.2649
H -13.9813 -29.2024 7.4350
H -19.3116 -22.3913 6.7513
H -12.5622 -22.1620 8.2501
H -15.1306 -21.4186 11.5721
H -14.0312 -13.3969 10.0485
H -12.9980 -18.5247 1.5995
C -14.6757 -19.2693 12.7611
H -14.4659 -17.7386 10.6184
H -15.6850 -14.0164 5.8176
C -12.5642 -15.9163 8.5286
N -14.1608 -19.6004 11.3424
H -16.3390 -23.4662 4.9602
C -10.8218 -23.9014 6.8229
C -14.8140 -20.5662 6.7583
H -10.0535 -18.2887 3.0565
C -18.4122 -19.3847 2.5183
H -16.1532 -25.2041 9.7779
C -15.6040 -14.1544 4.7512
H -10.5387 -17.5919 -0.9838
O -14.0193 -16.4341 13.5361
H -14.9700 -28.8428 5.0323
C -9.8714 -17.7909 2.1028
H -12.9587 -26.8792 3.3658
C -8.6425 -15.5563 2.6779
C -15.4596 -29.0038 5.9827
C -9.5745 -16.3137 0.4982
H -12.4080 -16.9584 8.8113
C -8.5837 -21.9166 3.7370
H -15.4044 -24.0730 7.4011
C -10.2261 -24.2468 5.6401
C -13.1709 -16.2838 2.7515
C -10.1451 -18.8413 5.5498
H -7.7792 -22.2380 4.4311
C -13.4414 -14.8230 15.2535
C -13.7179 -26.5799 8.4026
H -18.3597 -24.4388 8.2888
N -18.0104 -24.0777 6.2531
H -13.8039 -23.2581 5.0908
H -13.0217 -15.8391 7.5361
H -13.0959 -20.1567 1.1521
H -12.3754 -14.7844 15.4153
H -12.7440 -26.4993 7.9677
H -13.7321 -26.6187 4.9135
H -14.1697 -18.9925 9.3792
H -13.9888 -12.3790 7.8717
O -15.2735 -26.4678 6.7236
H -12.0101 -20.7727 7.3192
H -17.6552 -24.1496 3.1134
O -12.3376 -24.1970 3.3723
H -16.4528 -23.4438 10.1411
O -14.9036 -20.7594 8.0045
H -19.1969 -20.1462 2.6678
H -18.2663 -19.4108 1.4239
C -18.3266 -22.5859 6.2939
N -14.6088 -28.5254 7.0667
H -10.0572 -25.1669 5.1677
H -9.0071 -20.9491 4.0139
H -16.1039 -18.2697 7.9368
C -17.8396 -24.7559 3.9728
O -13.6390 -15.6658 10.6647
C -13.6550 -15.3328 13.8557
H -14.7638 -18.1679 12.8711
H -16.5786 -19.8387 9.8661
C -16.2553 -18.8213 10.0383
H -12.0578 -21.0717 12.5673
H -10.8383 -21.3477 8.4259
O -10.1041 -19.5423 6.6077
C -9.7324 -17.3672 5.6750
H -14.6563 -21.2266 9.9344
C -19.2432 -24.8416 5.8968
C -10.2754 -17.3675 0.0039
H -16.2136 -22.8422 8.0354
C -17.4705 -24.5117 7.6046
O -17.3213 -20.2442 4.3684
C -14.3186 -21.0693 10.9716
H -15.8498 -29.9993 6.1661
H -15.6370 -19.6745 12.7827
N -9.3781 -16.5767 1.8482
H -19.8421 -23.8246 4.0274
H -13.4505 -21.6762 11.2210
C -14.5536 -27.2112 7.3592
O -16.0497 -19.1456 2.8749
O -13.6106 -15.3980 5.2097
H -13.4550 -19.3466 14.5695
N -10.4064 -18.2771 0.9950
H -16.3602 -25.1746 5.5460
C -12.3056 -20.0277 12.7982
H -20.0493 -24.5060 6.4857
C -11.6814 -21.6581 7.8406
H -17.4732 -22.1417 6.7548
N -11.1728 -22.5344 6.7512
H -14.6474 -26.2287 3.5099
H -16.4981 -20.4935 4.8123
H -12.4118 -12.3608 8.3026
H -12.9828 -18.9542 -0.0692
H -13.5958 -27.0535 9.3806
H -11.4187 -19.6002 13.2911
H -13.6753 -18.7642 6.9612
```

Here are the Löwdin charges for atoms 1 to 99, given in e: 0.099 0.018 0.098 0.077 0.103 0.063 -0.048 -0.185 0.075 0.148 -0.136 0.097 0.083 0.043 -0.175 0.125 0.076 0.112 -0.133 0.073 0.141 0.068 0.132 0.088 -0.001 0.123 0.129 0.141 0.116 0.080 0.089 0.065 0.084 0.083 0.054 -0.109 -0.080 0.066 -0.071 0.062 -0.264 0.139 0.047 -0.136 -0.489 0.091 0.085 -0.067 0.131 0.137 0.021 0.077 0.091 0.058 -0.482 0.139 0.119 -0.046 0.162 -0.070 -0.069 -0.123 0.080 -0.576 -0.519 0.128 0.078 -0.144 0.135 0.121 0.098 0.091 0.162 0.044 -0.070 0.096 0.070 0.021 -0.250 0.128 0.005 -0.620 0.110 -0.006 0.076 -0.002 0.128 0.058 0.078 -0.005 0.116 0.046 -0.048 -0.003 0.078 -0.054 0.081 0.000 -0.077



No. 2
DFT (ωB97M-V/def2-TZVPD) results for a cluster of 9 separate species, C47H99B3NO20PS in total in a non-equilibrium geometry.

Values from the calculation:
* LUMO energy: -0.31 eV
* orbital gap: 0.29954 Eh
* structure (SMILES): CCCCCCCCCCCCCCCB1OB(S)OB(P(N)O)O1.CCOC(C)=O.CCOC(C)=O.CCOC(C)=O.CCOC(C)=O.CCOC(C)=O.CCOC(C)=O.CCOC(C)=O.CCOC(C)=O
* strongest force on any atom: 4.764 eV Å⁻¹
* net charge: 0

XYZ file:
```
172
C47H99B3NO20PS (ωB97M-V/def2-TZVPD)
H -1.5399 -1.7308 -8.6674
C 5.6989 1.9652 -3.7857
C -4.7970 -1.7557 -0.4074
H -2.1873 3.4109 -3.1691
H 6.3304 3.1737 -2.1143
H 0.9611 -2.7188 5.8306
H -10.7656 0.3146 0.5407
H -11.3406 -1.4943 -0.3018
O 11.4574 -0.0997 -3.7600
O -3.8988 -2.8596 -0.1879
O 13.2752 1.1135 -3.2607
C -12.0745 -0.2237 2.2061
H 5.3383 -2.9835 0.7984
C -4.9295 -4.2141 -1.9645
H -2.3487 1.4914 -4.7994
N 4.7842 -2.2296 1.2698
C 3.7138 -2.9792 6.0152
H -3.8271 -4.0143 -6.6678
H 5.1562 1.9044 -1.6962
P 5.7083 -0.7196 1.0230
H 14.5106 4.2478 -2.9586
O -9.8150 -1.0451 1.8218
H 8.4179 -0.5144 -4.8219
H -1.8140 -6.6984 3.4560
C 7.7917 7.1839 3.5154
C -1.6768 -5.5509 3.7339
H -1.8690 -2.4450 -7.0631
C -10.8457 -2.3997 0.0452
H -5.5527 0.7027 -5.9257
H -4.3516 -0.8901 0.0980
H 5.8352 -2.1789 6.5016
O -4.6884 -1.6584 -7.7593
B 3.6810 2.4432 1.7854
H 3.0176 -3.0265 5.0482
C 13.7760 3.4519 -2.8040
H 6.9187 4.0491 2.3964
C -3.8408 -3.9668 -0.9601
H -6.6330 -2.9099 -0.2604
B 2.6721 1.9329 -0.2631
C 4.8841 -1.8422 5.8689
C -14.0438 3.3157 -0.8698
H 4.5726 1.6040 3.7140
H 6.8566 1.5033 -2.0049
O -8.8628 -2.9820 1.2162
C -4.5754 0.0840 -4.1493
H -10.4027 -2.8668 -0.8388
H 4.2205 -4.0584 6.0712
H 2.0746 -5.2649 5.9429
H 5.2332 -1.8691 4.7276
H -11.5862 -3.0760 0.4833
H -4.8494 -1.4999 -1.4690
C -3.4169 -1.2075 -7.8325
H 13.6753 3.2709 -1.7287
B 4.5309 0.6916 0.4886
C -2.3030 -2.1941 -8.0358
H 6.4652 0.6774 2.7137
H 5.3578 0.9545 -4.0255
C -5.1034 -2.9941 -8.1014
H 4.5316 3.4911 3.6479
C 6.0260 2.1413 -2.3162
H -13.5554 0.4635 -2.5927
C -12.6825 3.5983 -1.4736
H -1.1593 -5.1212 1.5557
C -0.2102 -5.2645 5.9204
H -12.5492 -1.0954 1.7493
H 1.8711 1.9945 6.4230
H -11.9798 -0.4420 3.2751
C -1.9551 -4.7143 2.3372
H -5.2457 -4.9451 -7.1861
H -6.8219 -1.1774 0.0717
H -1.1466 -2.6576 1.6869
C 12.1225 0.9209 -3.9388
C 14.2045 2.1836 -3.5150
C 8.0228 0.2448 -4.1412
O -3.4227 0.2765 -3.4712
C -10.7132 0.0588 1.6024
H -1.5269 1.0182 -3.3244
C -2.9218 2.6150 -3.0146
O -11.7843 2.4944 -1.2542
O 3.2949 0.5624 -0.3073
H 8.2370 8.0495 4.0208
H -12.7381 0.6371 2.0814
H 1.3477 -5.3691 7.7023
O -5.2404 -0.9366 -3.9705
C -4.8829 -3.9427 -6.9399
H 10.8829 2.6082 -4.3074
O 4.8903 2.0722 0.9691
C 3.8922 2.5374 3.4127
H 12.8035 3.8061 -3.1544
C 2.7722 -2.8474 7.3498
C -0.1213 -5.3932 4.2699
O -10.8321 0.5574 -1.8597
H -0.9756 -4.4096 6.1510
H 4.7360 -2.4477 2.2921
C 7.6592 4.7254 1.9582
C -6.1583 -2.0382 0.1964
C 1.2249 -3.2519 6.8614
H 3.7645 2.1486 6.2114
H -3.0547 -4.8712 1.9074
H 0.4140 -2.8997 7.6364
H -2.8884 -2.5959 2.5917
H 0.3661 -4.4469 3.7572
C 11.6200 2.0059 -4.8474
C 4.4061 -0.3028 6.1638
O 6.2932 -0.3075 2.6462
C 7.8603 1.5292 -4.9023
H 2.7187 -1.7787 7.8229
C 1.2143 -4.8781 6.6360
O 6.8192 2.3390 -4.6095
H 7.1643 5.6308 1.6113
O -3.1684 -0.0134 -7.6641
H -5.4129 -3.5862 -6.0503
C -5.0778 1.1690 -5.0579
H 14.3492 2.3284 -4.5889
H 7.0910 -0.1542 -3.7442
O -2.9466 -4.7965 -0.7935
H 8.1022 4.2583 1.0742
C 8.7478 4.9728 2.9627
C 2.9665 0.1202 5.5041
O 8.6899 6.0800 3.7349
H -4.2945 1.8165 -5.4479
C -12.8150 1.1398 -3.0308
H -13.3099 2.0452 -3.3777
C -2.4934 1.3467 -3.7255
H 1.5670 2.1660 3.7321
H -0.5426 -6.3205 6.3536
H -12.7349 3.8540 -2.5352
H 2.3334 3.7000 4.6241
H -6.1765 -2.9373 -8.3210
H 4.8782 2.6410 -4.0553
H 6.5251 6.6831 5.1882
H -5.4244 -3.3088 -2.3115
H 0.9486 3.1566 -2.0107
H -4.6175 -3.3306 -9.0211
H -5.6699 -4.8905 -1.5264
H -4.4865 -4.6813 -2.8485
O 9.6421 4.1431 3.1293
C 6.4304 6.9014 4.1192
H 5.7668 7.7622 3.9944
H 5.2136 0.4410 5.7410
C -1.7935 -3.0713 2.6002
H -12.2372 4.4638 -0.9682
H 3.0731 -3.5946 8.2008
H -3.8943 2.9691 -3.3650
C -9.7570 -2.1523 1.0496
H -3.0225 2.4340 -1.9392
H 5.9556 6.0297 3.6624
H -2.4186 -5.2939 4.6047
H 0.5418 -6.3381 4.0297
H -13.9490 3.0975 0.1991
H -1.2500 -2.8578 3.6385
H -14.5185 2.4440 -1.3266
H 12.4033 2.6535 -5.2373
C 2.5113 2.5681 4.2954
H -12.3720 0.6726 -3.9148
H -2.6088 -3.1070 -8.5439
H -14.7074 4.1765 -0.9946
H 2.0394 -0.4336 6.0058
H 4.3107 -0.1870 7.3383
H 15.1710 1.8551 -3.1138
H 8.7305 0.4046 -3.3219
H -5.8150 1.7713 -4.5180
H 7.7393 7.4397 2.4538
H -10.2679 0.9244 2.1077
H -6.0635 -2.2565 1.2654
C 2.7744 1.7481 5.7190
C -11.7263 1.3871 -2.0263
H 11.1452 1.5397 -5.7152
O 8.7031 1.8729 -5.7315
S 2.2821 2.7143 -1.9440
H 2.9500 -0.1195 4.3488
O 2.4206 2.6393 1.0430
```

Here are the Löwdin charges for atoms 1 to 99, given in e: 0.095 -0.219 -0.218 0.078 0.097 0.105 0.088 0.052 0.070 -0.021 -0.008 -0.065 0.034 0.011 0.117 -0.200 -0.227 0.069 0.034 0.946 0.081 -0.003 0.100 0.110 -0.227 -0.237 0.103 0.010 0.090 0.122 0.121 -0.010 -0.396 0.112 -0.071 0.084 -0.496 0.064 -0.679 -0.211 -0.067 0.111 0.079 0.066 -0.495 0.097 0.116 0.107 0.090 0.098 0.092 -0.497 0.086 -0.595 0.007 0.054 0.121 -0.225 0.116 -0.053 0.102 -0.225 0.115 -0.230 0.067 0.109 0.084 -0.254 0.084 0.083 0.083 -0.494 -0.231 0.011 -0.007 -0.220 0.123 -0.069 -0.008 0.084 0.125 0.075 0.115 0.064 -0.064 0.097 0.060 -0.080 0.067 -0.210 -0.219 0.068 0.103 0.031 0.009 -0.072 -0.231 0.109 0.104



- orbital gap of number 2 (C47H99B3NO20PS)?
  0.29954 Eh



- Which of these has the lowest orbital gap?
  C47H99B3NO20PS



- Among the records above, which one has the lowest net charge?
  C47H99B3NO20PS



- Among the records above, which one has the highest strongest force on any atom?
  C47H99B3NO20PS